Record 1
The following is a quantum chemistry calculation of 7 unconnected molecules or ions with the total composition C6H23N2O6, from the OMol25 dataset.

Structure (XYZ):
```
37
Properties=species:S:1:pos:R:3:mulliken_charge:R:1
C 0.550 2.480 0.478 -1.092
C 1.099 1.835 -0.796 -0.646
C 1.213 0.320 -0.695 -0.287
C -0.098 -0.389 -0.711 -0.137
C -0.854 -0.845 -1.756 -0.501
N -1.981 -1.412 -1.209 0.005
C -1.947 -1.284 0.122 -0.508
N -0.810 -0.684 0.440 0.350
H 0.538 3.567 0.418 0.368
H 1.183 2.212 1.331 0.303
H -0.466 2.138 0.713 0.223
H 2.072 2.266 -1.032 0.394
H 0.464 2.088 -1.655 0.358
H 1.790 0.049 0.198 0.300
H 1.832 -0.058 -1.510 0.389
H -0.635 -0.804 -2.802 0.519
H -2.741 -1.833 -1.724 0.227
H -2.732 -1.618 0.773 0.475
H -0.517 -0.378 1.409 0.334
H 1.557 -2.638 -0.058 0.315
H 2.260 -3.907 -0.629 0.308
O 2.214 -2.948 -0.687 -0.673
H 1.705 -2.272 -2.263 0.360
H 1.975 -2.119 -3.790 0.309
O 1.363 -1.883 -3.095 -0.605
H -4.169 0.992 1.310 0.313
H -3.101 1.322 0.196 0.366
O -3.399 0.649 0.848 -0.585
H 3.194 -0.374 3.285 0.320
H 2.680 -1.753 3.766 0.305
O 2.492 -1.019 3.153 -0.655
H -1.705 2.548 -1.178 0.261
H -3.040 3.335 -1.180 0.289
O -2.654 2.456 -1.074 -0.662
H -0.175 0.654 3.375 0.307
H 0.876 -0.503 3.119 0.386
O -0.034 -0.191 2.915 -0.735
```

* molar mass: 219.26 g/mol
* LUMO energy: -2.36 eV
* charge: +1
* energy relative to the best compared isomer or geometry (same formula, charge and spin): 0.121 eV
* energy: -803.198407 Eh
* strongest force on any atom: 0.8 eV/Å

---

Record 2
The following is a quantum chemistry calculation of 2 unconnected molecules or ions with the total composition C4H9O2, from the OMol25 dataset.

Structure (XYZ):
```
15
Properties=species:S:1:pos:R:3:mulliken_charge:R:1
C 0.590 0.399 2.142 -0.804
C 1.677 0.778 1.027 0.543
O 2.235 1.882 1.144 -0.711
O 1.884 -0.201 0.271 -0.705
H 0.391 1.198 2.875 0.299
H 1.025 -0.409 2.720 0.201
H -0.433 0.267 1.764 0.171
C -1.628 -0.287 -1.256 -0.862
C -0.277 -0.794 -1.709 -0.846
H -2.256 -0.982 -0.719 0.252
H -1.526 0.706 -0.811 0.256
H -2.234 0.015 -2.129 0.334
H 0.564 -0.081 -1.679 0.271
H 0.217 -1.341 -0.901 0.258
H -0.229 -1.150 -2.737 0.344
```

* molar mass: 89.11 g/mol
* LUMO energy: 4.03 eV
* charge: -1
* energy relative to the best compared isomer or geometry (same formula, charge and spin): 0.832 eV
* energy: -308.314323 Eh
* strongest force on any atom: 2.3 eV/Å

---

Record 3
The following is a quantum chemistry calculation of a molecular structure, C41H24Cl5IrN5O2, from the OMol25 dataset.

Structure (XYZ):
```
78
Properties=species:S:1:pos:R:3:mulliken_charge:R:1
Ir -1.339 1.025 -1.438 0.718
C 9.887 0.018 6.262 -0.843
O 8.555 0.173 6.729 -0.459
C 7.568 0.236 5.812 0.945
C 7.762 0.155 4.435 -0.436
C 6.672 0.233 3.583 -0.823
C 5.383 0.391 4.077 0.299
C 5.202 0.468 5.461 -0.480
C 6.276 0.393 6.319 -0.763
C 4.266 0.472 3.137 0.341
N 4.357 0.318 1.835 -0.810
C 3.085 0.482 1.361 0.816
C 2.204 0.739 2.387 0.181
N 2.975 0.727 3.523 -0.113
C 0.805 0.957 2.200 0.024
C -0.143 1.199 3.201 -0.564
C -1.458 1.354 2.830 -1.092
C -1.819 1.317 1.486 -0.092
N -0.928 1.139 0.509 -0.202
C 0.367 0.912 0.867 0.261
C 1.260 0.596 -0.208 0.208
N 0.685 0.507 -1.436 -0.249
C 1.481 0.254 -2.470 0.118
C 2.858 0.075 -2.343 -1.022
C 3.444 0.136 -1.100 -0.446
C 2.630 0.398 0.005 0.035
H 10.513 -0.006 7.149 0.242
H 10.184 0.858 5.631 0.345
H 10.005 -0.917 5.710 0.343
H 8.751 0.034 4.018 0.400
H 6.815 0.173 2.513 0.455
H 4.214 0.581 5.891 0.244
H 6.145 0.450 7.391 0.422
H 2.666 0.899 4.463 0.181
H 0.143 1.248 4.243 0.443
H -2.229 1.522 3.568 0.435
H -2.842 1.463 1.177 0.523
H 1.005 0.177 -3.438 0.436
H 3.445 -0.123 -3.229 0.428
H 4.506 -0.013 -0.960 0.608
Cl -3.793 0.917 -8.614 -0.145
C -3.944 0.713 -6.927 0.133
C -2.840 0.910 -6.097 -0.038
Cl -1.343 1.370 -6.791 -0.164
C -2.950 0.738 -4.715 0.790
Cl -1.503 1.062 -3.801 -0.414
C -4.182 0.366 -4.186 -0.604
O -4.360 0.181 -2.800 0.615
C -5.292 0.185 -5.004 0.475
Cl -6.810 -0.256 -4.333 -0.145
C -5.175 0.353 -6.380 0.295
Cl -6.532 0.119 -7.392 -0.163
C -4.631 3.739 -0.584 -0.810
C -5.751 3.219 -1.226 -0.750
C -5.628 2.034 -1.926 -0.846
C -4.376 1.447 -1.928 1.795
C -3.212 1.864 -1.330 -1.345
C -3.415 3.082 -0.635 -0.468
C -4.099 -1.173 -2.267 0.385
C -5.229 -1.939 -1.960 -0.752
C -4.970 -3.199 -1.498 -1.024
C -3.637 -3.648 -1.363 1.187
C -3.304 -4.943 -0.899 -0.824
C -1.996 -5.316 -0.791 -0.629
C -0.962 -4.419 -1.144 -0.521
C -1.249 -3.162 -1.594 -0.510
C -2.596 -2.756 -1.711 -0.383
N -2.875 -1.498 -2.162 0.308
H -4.710 4.675 -0.045 0.417
H -6.705 3.726 -1.185 0.443
H -6.467 1.587 -2.437 0.394
H -2.561 3.525 -0.138 0.578
H -6.226 -1.546 -2.069 0.469
H -5.786 -3.858 -1.228 0.454
H -4.099 -5.627 -0.630 0.411
H -1.743 -6.305 -0.435 0.396
H 0.069 -4.736 -1.056 0.431
H -0.478 -2.454 -1.865 0.505
```

* molar mass: 988.16 g/mol
* LUMO energy: -2.77 eV
* charge: +1
* energy relative to the best compared isomer or geometry (same formula, charge and spin): 4.627 eV
* energy: -4406.129082 Eh
* strongest force on any atom: 0.7 eV/Å

---

Record 4
The following is a quantum chemistry calculation of a molecular structure, C5H7BF2NO6P, from the OMol25 dataset.

Structure (XYZ):
```
23
Properties=species:S:1:pos:R:3:mulliken_charge:R:1
C 0.602 0.292 -3.693 -0.689
O -0.209 -0.444 -2.742 -0.310
C 0.414 -1.647 -2.310 -0.407
P 1.933 -1.345 -1.243 0.263
N 1.562 -1.211 0.455 -0.329
C 1.855 -0.030 0.847 0.706
O 1.995 1.120 0.910 -0.259
H 1.659 -0.122 -3.803 0.319
H 0.150 0.308 -4.737 0.255
H 0.715 1.340 -3.272 0.281
H -0.357 -2.305 -1.802 0.398
H 0.760 -2.227 -3.236 0.401
H 2.432 -0.046 -1.613 0.159
H 2.974 -2.276 -1.515 0.200
B -2.317 2.022 3.261 0.568
O -2.523 1.131 2.096 -0.405
C -1.801 0.041 2.296 0.622
O -1.743 -0.893 1.529 -0.662
C -1.085 0.152 3.590 0.657
O -0.340 -0.676 4.062 -0.637
O -1.382 1.308 4.160 -0.404
F -3.549 2.256 3.922 -0.358
F -1.746 3.254 2.839 -0.371
```

* molar mass: 256.89 g/mol
* LUMO energy: -2.40 eV
* energy: -1266.946776 Eh
* strongest force on any atom: 2.6 eV/Å

---

What is the formula in the third record?
C41H24Cl5IrN5O2

---

strongest force on any atom of number 1 (C6H23N2O6)?
0.8 eV/Å